# 1
Formula: C12H21NO
Source: the OMol25 dataset
Level of theory: the ωB97M-V functional and the def2-TZVPD basis

Calculated values
- molar mass (g/mol) = 195.31
- Kohn-Sham gap (eV) = 8.80
- energy (eV) = -16322.254
- SMILES string = CCCCCCCN1C=CC(=O)CC1

Geometry as ORCA input:
```
! wB97M-V def2-TZVPD RIJCOSX def2/J DEFGRID3
* xyz 0 1
C -5.736 -0.247 -0.651
C -4.325 0.313 -0.786
C -3.788 0.809 0.555
C -2.361 1.370 0.477
C -1.273 0.388 0.914
C -1.148 -0.837 0.012
H -1.046 -0.512 -1.026
H -2.045 -1.452 0.088
C 0.059 -1.705 0.394
N 1.308 -1.018 0.201
C 2.028 -0.517 1.217
C 3.178 0.183 1.058
C 3.627 0.616 -0.237
O 4.665 1.214 -0.454
C 2.611 0.348 -1.352
C 1.886 -0.969 -1.126
H 1.094 -1.102 -1.866
H 2.600 -1.801 -1.234
H 3.118 0.347 -2.317
H 1.900 1.180 -1.343
H 3.752 0.484 1.918
H 1.641 -0.724 2.208
H 0.059 -2.618 -0.212
H -0.024 -1.994 1.445
H -1.476 0.061 1.937
H -0.317 0.917 0.921
H -2.157 1.703 -0.543
H -2.286 2.247 1.123
H -3.821 -0.004 1.283
H -4.461 1.590 0.917
H -3.670 -0.459 -1.192
H -4.335 1.144 -1.495
H -6.109 -0.586 -1.615
H -5.749 -1.091 0.036
H -6.414 0.513 -0.269
*
```

***

# 2
Formula: C12H21NO4
Source: the OMol25 dataset
Level of theory: the ωB97M-V functional and the def2-TZVPD basis

Calculated values
- molar mass (g/mol) = 243.30
- Kohn-Sham gap (eV) = 9.89
- energy (eV) = -22453.185

Geometry as ORCA input:
```
! wB97M-V def2-TZVPD RIJCOSX def2/J DEFGRID3
* xyz 0 1
C -1.604 -3.698 0.829
C -1.981 -2.376 1.320
H -2.359 -2.491 2.316
O -0.776 -1.542 1.395
C -0.369 -0.966 0.088
C 1.158 -0.223 0.574
C 2.075 0.123 -0.596
C 1.473 0.806 -1.787
C 2.504 1.093 -2.915
O 1.895 1.945 -3.820
H 1.825 2.671 -3.442
H 2.857 0.130 -3.433
H 3.216 1.636 -2.495
H 0.642 0.420 -2.066
H 1.188 1.772 -1.310
H 2.307 -0.933 -1.091
H 2.901 0.399 -0.258
C 0.958 1.034 1.450
C -0.303 1.482 1.029
C -1.102 1.174 0.237
O -1.089 -0.138 -0.521
C -2.211 1.978 -0.201
O -2.532 2.972 0.207
N -3.070 1.333 -1.024
H -2.895 0.097 -1.642
H -4.055 1.637 -1.438
H -0.641 2.736 1.390
C 0.976 0.482 2.936
H 1.893 0.334 3.286
H 0.664 1.581 3.552
H 0.156 -0.200 3.095
H 1.748 1.578 1.133
H 1.703 -1.105 1.248
H -0.094 -1.697 -0.586
H -2.613 -1.728 0.525
H -0.738 -4.333 1.459
H -2.600 -4.403 0.633
H -1.107 -3.580 -0.079
*
```

***

Number 1: E_LUMO 0.6792 eV, HOMO level -8.12 eV. Number 2: E_LUMO 0.3886 eV, HOMO level -9.50 eV.